(1)
{"formula": "C7H16Cl10N2O4", "method": "ωB97M-V with the def2-TZVPD basis set", "elements": ["C", "N", "O", "O", "H", "H", "H", "C", "N", "O", "O", "H", "H", "H", "C", "Cl", "Cl", "H", "H", "C", "Cl", "Cl", "H", "H", "C", "Cl", "Cl", "H", "H", "C", "Cl", "Cl", "H", "H", "C", "Cl", "Cl", "H", "H"], "coordinates": [[-3.60, -0.86, 0.95], [-4.86, -0.04, 1.12], [-4.77, 1.18, 1.05], [-5.94, -0.62, 1.28], [-2.78, -0.18, 0.70], [-3.65, -1.69, 0.25], [-3.42, -1.28, 1.94], [0.77, -0.61, 0.70], [-0.64, -0.21, 0.62], [-1.52, -1.11, 0.51], [-0.88, 0.98, 0.82], [1.03, -0.68, 1.75], [1.51, 0.08, 0.29], [0.89, -1.61, 0.26], [0.01, 0.85, -2.22], [0.00, 2.58, -2.04], [0.64, 0.38, -3.78], [0.51, 0.35, -1.39], [-1.07, 0.69, -2.15], [-0.70, -3.07, -1.19], [-0.07, -1.59, -1.86], [0.71, -4.09, -0.88], [-1.26, -2.83, -0.28], [-1.37, -3.62, -1.85], [-0.77, 2.35, 2.34], [-2.23, 1.35, 2.68], [0.63, 1.66, 3.19], [-0.60, 2.44, 1.27], [-0.93, 3.35, 2.75], [3.72, -0.67, -1.80], [5.44, -0.43, -1.77], [2.94, -0.79, -0.24], [3.34, 0.23, -2.29], [3.59, -1.55, -2.43], [3.17, 1.77, 0.46], [1.42, 2.09, 0.75], [3.43, 1.85, -1.24], [3.78, 2.55, 0.93], [3.54, 0.81, 0.82]], "largest_force_ev_per_a": 7.63, "homo_energy_ev": -9.91, "orbital_gap_ev": 8.686, "relative_energy_ev": 10.559, "mol_weight_g_mol": 546.7}

---

(2)
{"formula": "C26H62BCl2O24PS6", "method": "ωB97M-V with the def2-TZVPD basis set", "elements": ["C", "O", "B", "O", "C", "C", "C", "Cl", "C", "C", "Cl", "C", "C", "C", "C", "O", "S", "O", "O", "O", "C", "P", "O", "O", "O", "H", "H", "H", "H", "H", "H", "H", "H", "H", "H", "H", "H", "H", "H", "H", "H", "H", "H", "H", "H", "H", "H", "C", "C", "O", "S", "C", "O", "O", "H", "H", "H", "H", "H", "H", "H", "H", "C", "C", "O", "S", "C", "O", "O", "H", "H", "H", "H", "H", "H", "H", "H", "C", "C", "O", "S", "C", "O", "O", "H", "H", "H", "H", "H", "H", "H", "H", "C", "C", "O", "S", "C", "O", "O", "H", "H", "H", "H", "H", "H", "H", "H", "C", "C", "O", "S", "C", "O", "O", "H", "H", "H", "H", "H", "H", "H", "H"], "coordinates": [[-1.60, 3.42, 3.52], [-1.31, 2.62, 2.37], [-0.54, 1.52, 2.58], [0.44, 1.61, 3.54], [-0.73, 0.18, 1.71], [-2.11, -0.52, 1.78], [-2.37, -1.31, 3.08], [-3.55, -2.63, 2.74], [-1.18, -2.03, 3.74], [-0.27, -1.18, 4.61], [-0.27, -3.00, 2.55], [-3.23, 0.49, 1.40], [-4.65, -0.11, 1.34], [-5.79, 0.85, 0.98], [-5.59, 2.28, 1.46], [-7.01, 0.33, 1.52], [-2.84, 1.12, -0.26], [-2.55, 2.52, -0.24], [-3.82, 0.67, -1.19], [-1.52, 0.32, -0.67], [-0.42, 0.53, 0.22], [0.94, -0.48, -0.50], [0.44, -1.74, -1.01], [1.52, 0.41, -1.69], [2.11, -0.61, 0.58], [-2.49, 4.01, 3.32], [-0.78, 4.11, 3.73], [-1.79, 2.81, 4.41], [1.10, 0.93, 3.44], [0.05, -0.51, 2.03], [-2.12, -1.27, 0.99], [-2.85, -0.69, 3.83], [-1.64, -2.76, 4.39], [-0.07, -1.69, 5.55], [-0.70, -0.22, 4.85], [0.70, -1.00, 4.14], [-3.26, 1.32, 2.09], [-4.65, -0.93, 0.63], [-4.86, -0.48, 2.34], [-5.95, 0.84, -0.09], [-4.92, 2.84, 0.81], [-6.55, 2.79, 1.52], [-5.14, 2.30, 2.46], [-6.86, 0.00, 2.40], [-0.13, 1.59, 0.13], [1.60, 1.34, -1.47], [2.11, 0.16, 1.16], [-1.18, -5.08, -6.49], [-2.01, -3.98, -5.88], [-1.25, -3.12, -5.00], [-0.25, -2.08, -5.66], [0.09, -1.14, -4.22], [-0.97, -1.30, -6.62], [0.94, -2.77, -6.07], [-0.42, -4.68, -7.17], [-1.82, -5.75, -7.06], [-0.66, -5.65, -5.72], [-2.50, -3.37, -6.64], [-2.79, -4.40, -5.24], [-0.82, -0.64, -3.91], [0.85, -0.40, -4.50], [0.47, -1.79, -3.44], [-2.34, 8.52, -3.77], [-2.07, 7.23, -4.52], [-2.29, 6.05, -3.71], [-3.80, 5.63, -3.41], [-3.47, 4.04, -2.75], [-4.50, 5.54, -4.66], [-4.32, 6.48, -2.38], [-3.40, 8.62, -3.51], [-2.06, 9.37, -4.39], [-1.77, 8.55, -2.84], [-2.67, 7.16, -5.43], [-1.02, 7.17, -4.80], [-3.05, 3.42, -3.54], [-4.42, 3.63, -2.41], [-2.79, 4.14, -1.92], [6.07, 1.42, -0.51], [5.49, 2.05, 0.73], [5.26, 3.48, 0.61], [4.05, 3.94, -0.31], [4.00, 5.62, 0.17], [2.86, 3.27, 0.14], [4.43, 3.85, -1.69], [5.36, 1.46, -1.34], [6.31, 0.37, -0.33], [6.97, 1.94, -0.83], [4.56, 1.56, 1.03], [6.18, 1.96, 1.57], [3.73, 5.68, 1.22], [3.25, 6.10, -0.45], [4.98, 6.06, -0.01], [6.21, -1.71, -5.28], [6.39, -2.25, -3.88], [7.76, -2.65, -3.60], [8.83, -1.51, -3.36], [10.12, -2.54, -2.74], [8.36, -0.64, -2.33], [9.23, -0.96, -4.62], [6.74, -0.77, -5.42], [5.15, -1.53, -5.46], [6.58, -2.42, -6.02], [6.06, -1.54, -3.12], [5.81, -3.16, -3.75], [9.80, -2.97, -1.80], [10.98, -1.90, -2.60], [10.33, -3.31, -3.48], [-1.97, -6.35, 9.29], [-1.52, -6.64, 7.88], [-2.59, -6.57, 6.91], [-3.15, -5.15, 6.51], [-4.12, -5.66, 5.14], [-2.05, -4.34, 6.06], [-4.01, -4.66, 7.54], [-2.31, -5.32, 9.40], [-1.14, -6.51, 9.98], [-2.80, -7.00, 9.57], [-0.72, -5.96, 7.57], [-1.14, -7.65, 7.80], [-3.47, -6.05, 4.37], [-4.66, -4.78, 4.78], [-4.83, -6.41, 5.48]], "largest_force_ev_per_a": 1.46, "homo_energy_ev": -10.32, "orbital_gap_ev": 10.037, "mol_weight_g_mol": 1063.9, "smiles": "COB(O)[C@H]1[C@@H]([C@@H](Cl)[C@H](C)Cl)[C@H](C[C@H](C)O)S(=O)(=O)O[C@@H]1P(=O)(O)O.CCOS(C)(=O)=O.CCOS(C)(=O)=O.CCOS(C)(=O)=O.CCOS(C)(=O)=O.CCOS(C)(=O)=O"}

---

The records above give, respectively, E_LUMO values of -1.22; -0.29 eV.